No. 1
30
Properties=species:S:1:pos:R:3:forces:R:3:lowdin_charge:R:1 method="wB97M-V/def2-TZVPD" max_force_ev_per_a=0.5 orbital_gap_ev=6.93 relative_energy_kj_mol=0.0 e_homo_ev=-7.3 e_lumo_ev=-0.35 energy_ev=-35782.325
Pd -0.595223 -0.085125 -0.210550 0.4 -0.3 0.1 0.55
C -2.093099 1.375482 -1.182643 -0.1 0.1 -0.1 -0.18
C -2.328143 1.383857 0.182723 0.0 0.0 -0.1 -0.17
C -1.128528 1.897214 0.843178 0.0 0.2 0.0 -0.17
C -0.195017 2.247245 -0.121674 0.0 -0.1 0.0 -0.16
C -0.713994 1.764251 -1.372666 -0.1 -0.2 0.0 -0.21
H -2.766364 1.050242 -1.957943 0.0 0.0 0.0 0.10
H -3.232669 1.081493 0.684897 0.0 0.0 0.0 0.10
H -1.017399 2.012980 1.910002 0.0 0.0 0.0 0.11
H 0.792864 2.641401 0.047564 0.0 0.0 0.0 0.10
H -0.233440 1.866905 -2.332850 0.0 0.0 0.0 0.10
C -0.958078 -5.856078 2.007646 0.0 0.0 0.0 -0.07
C -1.557425 -4.515938 1.656197 0.0 0.0 0.0 -0.26
O -0.880472 -3.961894 0.497586 0.1 0.0 0.0 -0.28
P 0.097967 -2.736189 0.677784 0.1 -0.1 0.0 0.06
O -0.556117 -1.538355 1.330936 -0.1 0.1 0.1 -0.45
Te 0.920298 -1.953105 -1.402136 -0.2 0.3 0.0 0.56
O 1.187939 -3.353033 1.664061 0.0 -0.1 0.0 -0.28
C 2.212879 -2.491524 2.201170 0.0 0.1 0.0 -0.29
C 3.171209 -3.346871 2.991701 0.0 0.0 0.0 -0.07
H -1.504520 -6.298843 2.841985 0.0 0.0 0.0 0.08
H 0.086711 -5.744492 2.293848 0.0 0.0 0.0 0.07
H -1.019321 -6.534210 1.156994 0.0 0.0 0.0 0.08
H -1.493436 -3.810051 2.485727 0.0 0.0 0.0 0.11
H -2.602875 -4.604781 1.365547 0.0 0.0 0.0 0.12
H 1.735005 -1.734174 2.824101 0.0 0.0 0.0 0.12
H 2.715926 -1.988727 1.371200 0.0 0.0 0.0 0.09
H 2.653638 -3.850892 3.808058 0.0 0.0 0.0 0.08
H 3.960705 -2.725911 3.415871 0.0 0.0 0.0 0.08
H 3.630415 -4.100381 2.352375 0.0 0.0 0.0 0.08


No. 2
28
Properties=species:S:1:pos:R:3:forces:R:3:lowdin_spin:R:1 method="wB97M-V/def2-TZVPD" max_force_ev_per_a=2.1 orbital_gap_ev="5.51 / 5.53" relative_energy_kj_mol=0.0 e_homo_ev="-5.6 / -5.7" e_lumo_ev="-0.09 / -0.15" spin_multiplicity=2 s2=0.753 energy_ev=-33851.064
C 0.041204 -0.992741 -3.002275 -0.3 -1.1 0.9 -0.01
C -0.480762 -0.130272 -3.936933 -0.1 0.0 -1.2 0.00
C -0.360671 1.294182 -3.928172 -0.4 -0.6 1.0 -0.01
C 0.366433 1.981145 -2.921227 0.3 0.5 -0.2 0.00
C 0.894476 1.370931 -1.786402 0.3 0.7 0.4 -0.02
Ce -0.755793 0.057634 -1.195044 -0.4 0.4 -1.5 1.03
P 0.168508 -2.747825 -0.555273 0.0 -0.5 0.6 0.01
H 0.075471 -2.088756 -3.097180 -0.2 0.4 -1.0 0.00
H -1.049446 -0.513595 -4.799988 0.5 0.0 0.0 0.00
H -0.711657 1.847915 -4.802511 -0.2 -0.1 0.4 0.00
H 1.626633 1.856282 -1.132840 0.0 0.4 -0.3 0.00
H 0.479384 3.059441 -3.135992 0.3 -0.4 0.2 0.00
H 1.427830 -3.007698 0.071977 -0.4 0.0 -0.1 0.00
H 0.209011 -3.882399 -1.404906 0.0 0.3 0.1 0.00
H -0.652732 -3.366911 0.453344 0.5 0.0 -0.2 0.00
C -0.643604 0.970248 3.421639 0.2 0.4 0.2 0.00
C 0.186324 -0.325459 3.534883 -0.3 -0.2 -0.3 0.00
C 0.810622 -0.421634 2.143981 -0.5 0.8 -0.6 0.00
O -0.221147 0.124569 1.210965 0.2 -0.3 2.0 0.00
C -0.826320 1.257783 1.927068 0.6 -0.3 -0.4 0.00
H -1.595277 0.925753 3.944237 0.0 -0.1 0.1 0.00
H -0.082577 1.807091 3.832431 0.0 0.0 0.2 0.00
H -0.477363 -1.183584 3.736316 0.3 0.3 -0.1 0.00
H 0.950353 -0.283432 4.327852 -0.3 0.0 -0.4 0.00
H 1.655379 0.272119 2.047847 0.1 -0.3 0.1 0.00
H 1.095501 -1.422333 1.806375 -0.2 0.3 0.0 0.00
H -1.872309 1.395628 1.610672 0.4 -0.3 0.1 0.00
H -0.257484 2.145908 1.629148 -0.2 -0.1 0.0 0.00


No. 3
33
Properties=species:S:1:pos:R:3:forces:R:3:lowdin_spin:R:1 method="wB97M-V/def2-TZVPD" max_force_ev_per_a=9.2 orbital_gap_ev="6.59 / 4.08" total_charge=+3 relative_energy_kj_mol=252.7 e_homo_ev="-19.9 / -19.9" e_lumo_ev="-13.35 / -15.77" spin_multiplicity=5 s2=6.037 energy_ev=-53548.493
C 2.885513 -0.029659 -3.390911 1.1 -0.2 -0.3 0.00
C 2.679190 0.475240 -2.004068 -0.6 -3.4 0.3 0.00
H 3.681263 -0.802390 -3.246915 -0.7 0.5 -0.7 0.00
H 3.234777 0.809603 -4.010730 0.0 -0.5 0.0 0.00
H 1.975166 -0.462621 -3.889762 0.8 0.4 0.8 0.00
O 2.763725 -0.221037 -1.010892 -0.1 1.5 -0.6 0.02
Cl 2.038384 2.048535 -1.932952 -0.6 1.9 0.5 0.00
Ru -1.056840 -0.274584 1.233304 -3.0 1.7 -1.0 1.99
P -1.546894 -1.146097 -0.975076 -1.8 -2.3 -3.0 0.05
C -1.958879 -2.938731 -0.896776 0.4 0.2 0.9 0.02
C -3.134508 -0.369908 -1.461180 0.2 0.7 1.1 0.00
H -0.539969 -0.145067 -3.033543 -0.1 -0.3 0.3 0.00
H -1.376669 -1.653279 -3.432786 -0.2 0.1 1.0 0.00
H 0.214519 -1.709395 -2.640958 -0.3 0.2 0.1 0.00
C -0.742872 -1.163314 -2.663391 1.6 0.8 0.1 0.02
H -2.942398 0.698587 -1.622106 -0.3 -0.1 0.0 0.00
H -3.540085 -0.802940 -2.388085 0.4 -0.1 0.3 0.00
H -2.533033 -3.275493 -1.774374 0.2 0.4 0.2 0.00
H -2.539646 -3.109642 0.014290 0.0 -0.3 -0.2 0.00
H -3.832438 -0.494976 -0.626542 -0.1 0.1 -0.4 0.00
H -1.023552 -3.511240 -0.842538 -0.2 0.0 0.0 0.00
C -0.355506 -1.903550 1.703744 4.6 -8.0 0.2 0.01
O 0.266113 -2.916617 1.819893 -4.0 6.2 -0.3 0.05
Cl -3.246651 0.024122 2.180802 2.0 -0.3 -0.5 0.71
N 1.704169 1.656385 1.269801 2.0 1.3 1.9 0.16
C 2.434005 2.194963 2.269338 0.5 0.1 -3.9 0.14
C 1.830485 1.884344 3.471266 -0.5 -0.2 2.3 0.44
C 0.710507 1.087554 3.128230 -1.3 -1.0 -3.0 0.13
N 0.633331 0.931551 1.780994 0.6 1.1 3.5 0.22
H 1.911191 1.788658 0.252957 -0.3 -0.4 0.1 0.00
H 3.353474 2.765008 2.089656 -0.4 -0.2 -0.1 0.00
H 2.115024 2.173583 4.481932 0.1 0.0 -0.2 0.01
H -0.055603 0.630059 3.735125 0.1 0.1 0.4 0.00


No. 4
33
Properties=species:S:1:pos:R:3:forces:R:3:lowdin_spin:R:1 method="wB97M-V/def2-TZVPD" max_force_ev_per_a=7.4 orbital_gap_ev="6.13 / 3.94" total_charge=+3 e_homo_ev="-19.1 / -19.2" e_lumo_ev="-12.93 / -15.28" spin_multiplicity=5 s2=6.015 energy_ev=-50022.619
C -0.276311 -2.526694 -0.544218 -2.7 0.6 -0.5 0.00
C 0.917241 -1.799398 -0.249198 5.3 -3.8 1.0 0.02
H -0.120363 -3.636859 -0.576661 0.4 0.9 0.1 0.00
H -0.631200 -2.145141 -1.539088 0.0 -0.5 0.9 0.00
H -1.051642 -2.234581 0.218771 0.5 -0.4 -1.0 0.00
O 2.043712 -1.967224 -0.034276 -4.0 2.2 -0.9 0.01
I 3.330924 2.733621 0.411997 0.8 0.7 0.0 1.72
Pd -1.142157 0.534898 0.315069 -0.1 -0.3 1.5 1.02
P -0.189913 1.013319 -1.731821 -0.5 0.8 -2.8 0.13
C 1.522473 1.302540 -2.332454 0.6 -0.1 0.7 0.08
C -0.795037 -0.128992 -3.011372 -0.1 -0.5 0.0 0.02
H -2.110044 2.443062 -1.693880 0.2 0.3 -0.2 0.00
H -1.186216 2.741420 -3.208056 0.1 -0.2 0.3 0.00
H -0.597525 3.419408 -1.655779 -0.3 -0.2 -0.1 0.00
C -1.104752 2.563905 -2.125636 0.1 -0.1 0.7 0.02
H -1.831780 -0.412255 -2.774151 0.3 0.0 -0.2 0.00
H -0.762490 0.336706 -4.010877 0.0 0.0 0.4 0.00
H 1.555099 1.536359 -3.415065 -0.3 -0.1 0.5 0.01
H 2.130640 0.403657 -2.152179 -0.1 0.2 -0.2 0.00
H -0.151982 -1.022947 -3.043987 -0.3 0.2 -0.2 0.00
H 2.014619 2.139738 -1.790031 -0.4 -0.2 -0.4 0.04
C 1.272486 0.912855 0.947708 4.7 -4.4 3.6 0.16
O 2.013849 0.136287 1.500455 -3.5 4.9 -3.8 0.14
Cl -3.296804 -0.133000 0.017112 0.9 0.1 0.0 0.50
N -0.639291 -1.402795 2.760222 -0.7 -0.9 -0.9 0.00
C -0.279744 -1.587520 4.033530 -0.2 -0.3 0.0 0.01
C 0.239767 -0.386353 4.447691 0.5 0.4 1.4 0.01
C 0.132684 0.491631 3.373699 -0.2 0.3 0.8 0.01
N -0.428418 -0.152704 2.342808 -0.7 0.9 -0.5 0.09
H -1.184864 -2.006263 2.152015 0.1 0.0 0.7 0.00
H -0.477318 -2.528569 4.536293 0.2 0.2 0.0 0.00
H 0.623704 -0.187109 5.457661 -0.2 0.0 -0.7 0.00
H 0.460667 1.549000 3.373686 -0.5 -0.9 -0.3 0.00


No. 5
30
Properties=species:S:1:pos:R:3:forces:R:3:lowdin_spin:R:1 method="wB97M-V/def2-TZVPD" max_force_ev_per_a=7.2 orbital_gap_ev="3.14 / 5.92" total_charge=-2 relative_energy_kj_mol=903.5 e_homo_ev="1.9 / -0.9" e_lumo_ev="5.09 / 5.07" spin_multiplicity=4 s2=4.084 energy_ev=-62738.734
Lu 0.876467 0.441550 -4.823943 0.1 0.5 0.0 0.61
Cl 0.876267 1.874150 -3.253643 0.1 5.0 5.3 0.06
C -0.804433 0.215650 -5.796443 -5.9 -1.2 -3.7 0.08
C 2.557667 -0.505850 -5.137543 5.9 -3.7 -1.3 0.09
H -0.736433 -0.536150 -6.591343 -0.3 -0.1 -0.2 0.01
H -1.612133 -0.084250 -5.115943 -0.2 -0.1 0.1 0.01
H -1.121633 1.162450 -6.253143 0.0 0.1 -0.1 0.02
H 2.490167 -1.228750 -5.958843 0.3 -0.2 -0.1 0.01
H 2.874967 -1.046950 -4.236443 0.1 -0.2 0.1 0.01
H 3.365167 0.199650 -5.373943 0.1 0.0 -0.1 0.02
Pd 0.000467 -0.004850 -0.134143 0.7 0.5 -2.3 0.09
C -1.525833 1.278150 -0.804943 -1.3 -0.4 -0.7 0.18
C -0.475333 -1.734650 0.394857 -1.2 -2.1 -1.5 0.63
H -2.041933 0.813750 -1.661443 0.1 0.3 0.1 0.01
H -2.281133 1.407850 -0.012643 0.3 -0.1 0.0 0.02
H -1.168433 2.271150 -1.111443 0.3 -0.3 0.0 0.03
H 0.240667 -2.493450 0.740557 0.2 0.7 0.2 0.05
H -1.506033 -2.116650 0.388757 0.2 0.5 0.3 0.04
O -0.001633 0.043350 1.817157 0.4 0.9 5.0 0.16
N 0.005067 0.095950 3.163657 2.2 -0.7 0.6 0.27
C -1.184833 0.533350 3.823757 0.0 -1.7 1.3 0.32
C -1.120933 0.540850 5.301757 0.8 -0.1 -2.2 0.04
C -0.027833 0.130650 5.964857 1.0 0.0 0.2 0.07
C 1.145567 -0.339950 5.230057 -0.6 0.3 1.0 0.11
C 1.152067 -0.355650 3.881457 -2.7 1.2 -0.6 -0.01
H -1.978333 -0.197850 3.563957 -0.4 1.0 -0.7 0.05
H -1.993833 0.877250 5.816357 -0.6 0.0 0.3 0.00
H -0.019733 0.145450 7.045357 0.2 0.0 0.2 0.00
H 2.018467 -0.667350 5.777057 0.1 -0.1 0.0 0.01
H 1.997467 -0.718850 3.356257 0.4 -0.1 -0.9 0.00


No. 6
30
Properties=species:S:1:pos:R:3:forces:R:3:lowdin_spin:R:1 method="wB97M-V/def2-TZVPD" max_force_ev_per_a=4.6 orbital_gap_ev="7.73 / 8.64" total_charge=+1 e_homo_ev="-10.6 / -13.4" e_lumo_ev="-2.89 / -4.72" spin_multiplicity=3 s2=2.034 energy_ev=-28062.713
C 3.383344 -2.667449 -0.664961 1.2 0.4 2.0 0.33
C 3.601154 -1.622847 0.143760 -0.3 3.1 0.1 0.03
C -2.285984 1.199087 1.182658 -2.0 1.0 -2.0 0.00
C -1.863290 1.526312 -1.164712 -2.4 1.9 -1.5 0.04
C -0.145440 1.796825 0.418661 -1.2 4.1 -1.7 0.03
C -2.259572 -0.645317 -0.329044 0.9 0.0 -2.2 0.03
C -0.531652 -0.231225 1.419951 -0.1 -3.2 0.2 0.01
C -0.021888 0.014888 -1.003718 -1.0 -1.2 -2.3 0.61
C 3.236974 -0.292848 -0.194617 -1.5 -2.7 -3.5 0.45
N -2.595160 0.724498 -0.212741 -0.1 0.1 0.4 0.02
N -0.901316 1.098454 1.381233 0.5 0.0 2.2 0.01
N -0.438386 1.324151 -0.937410 1.0 0.3 0.0 0.11
N -0.757598 -0.847858 -0.035374 1.4 -0.7 1.5 0.08
Cl 3.285774 1.076401 0.706050 0.4 1.2 1.0 0.16
H 3.982810 -3.464619 -0.390085 0.5 -2.2 0.1 0.02
H 3.016752 -2.569952 -1.601759 -1.4 0.1 -2.7 0.02
H 4.192002 -1.698720 1.015413 0.4 -0.5 1.1 -0.01
H -2.594706 2.238111 1.205688 0.1 0.3 0.0 0.00
H -2.951456 0.702115 1.866861 0.3 -0.6 0.5 0.00
H -2.277165 1.237342 -2.210037 1.3 0.5 1.5 0.00
H -2.183792 2.665003 -0.973272 1.1 -2.5 -0.6 0.00
H -0.318270 2.964168 0.293718 0.0 -2.3 1.1 0.00
H 0.854331 1.683264 0.644805 2.1 -0.3 0.2 0.00
H -2.891759 -1.123450 0.335602 -0.7 -1.7 1.5 0.01
H -2.289278 -1.112096 -1.334114 -0.9 0.7 0.3 0.00
H 0.462482 -0.585676 1.650736 0.8 1.1 0.0 0.00
H -1.129250 -0.868897 2.117034 -0.1 0.8 -0.7 0.00
H 0.035952 -0.422384 -2.053356 0.1 0.3 1.5 0.02
H 2.744243 -0.251104 -1.244498 0.8 0.6 1.9 0.02
H -0.359849 -1.846172 -0.032460 -1.1 1.7 -0.2 0.00


What did the fourth record say?
33
Properties=species:S:1:pos:R:3:forces:R:3:lowdin_spin:R:1 method="wB97M-V/def2-TZVPD" max_force_ev_per_a=7.4 orbital_gap_ev="6.13 / 3.94" total_charge=+3 e_homo_ev="-19.1 / -19.2" e_lumo_ev="-12.93 / -15.28" spin_multiplicity=5 s2=6.015 energy_ev=-50022.619
C -0.276311 -2.526694 -0.544218 -2.7 0.6 -0.5 0.00
C 0.917241 -1.799398 -0.249198 5.3 -3.8 1.0 0.02
H -0.120363 -3.636859 -0.576661 0.4 0.9 0.1 0.00
H -0.631200 -2.145141 -1.539088 0.0 -0.5 0.9 0.00
H -1.051642 -2.234581 0.218771 0.5 -0.4 -1.0 0.00
O 2.043712 -1.967224 -0.034276 -4.0 2.2 -0.9 0.01
I 3.330924 2.733621 0.411997 0.8 0.7 0.0 1.72
Pd -1.142157 0.534898 0.315069 -0.1 -0.3 1.5 1.02
P -0.189913 1.013319 -1.731821 -0.5 0.8 -2.8 0.13
C 1.522473 1.302540 -2.332454 0.6 -0.1 0.7 0.08
C -0.795037 -0.128992 -3.011372 -0.1 -0.5 0.0 0.02
H -2.110044 2.443062 -1.693880 0.2 0.3 -0.2 0.00
H -1.186216 2.741420 -3.208056 0.1 -0.2 0.3 0.00
H -0.597525 3.419408 -1.655779 -0.3 -0.2 -0.1 0.00
C -1.104752 2.563905 -2.125636 0.1 -0.1 0.7 0.02
H -1.831780 -0.412255 -2.774151 0.3 0.0 -0.2 0.00
H -0.762490 0.336706 -4.010877 0.0 0.0 0.4 0.00
H 1.555099 1.536359 -3.415065 -0.3 -0.1 0.5 0.01
H 2.130640 0.403657 -2.152179 -0.1 0.2 -0.2 0.00
H -0.151982 -1.022947 -3.043987 -0.3 0.2 -0.2 0.00
H 2.014619 2.139738 -1.790031 -0.4 -0.2 -0.4 0.04
C 1.272486 0.912855 0.947708 4.7 -4.4 3.6 0.16
O 2.013849 0.136287 1.500455 -3.5 4.9 -3.8 0.14
Cl -3.296804 -0.133000 0.017112 0.9 0.1 0.0 0.50
N -0.639291 -1.402795 2.760222 -0.7 -0.9 -0.9 0.00
C -0.279744 -1.587520 4.033530 -0.2 -0.3 0.0 0.01
C 0.239767 -0.386353 4.447691 0.5 0.4 1.4 0.01
C 0.132684 0.491631 3.373699 -0.2 0.3 0.8 0.01
N -0.428418 -0.152704 2.342808 -0.7 0.9 -0.5 0.09
H -1.184864 -2.006263 2.152015 0.1 0.0 0.7 0.00
H -0.477318 -2.528569 4.536293 0.2 0.2 0.0 0.00
H 0.623704 -0.187109 5.457661 -0.2 0.0 -0.7 0.00
H 0.460667 1.549000 3.373686 -0.5 -0.9 -0.3 0.00